{
  "formula": "C20H40BBrO10P",
  "method": "wB97M-V/def2-TZVPD",
  "lumo_ev": 2.154,
  "charge": -1,
  "homo_lumo_gap_ev": 7.3,
  "homo_ev": -5.13,
  "species": ["O", "B", "O", "C", "C", "O", "P", "Br", "C", "C", "C", "C", "C", "C", "O", "H", "H", "H", "H", "H", "H", "H", "H", "H", "H", "H", "H", "C", "O", "C", "C", "O", "C", "C", "O", "C", "H", "H", "H", "H", "H", "H", "H", "H", "H", "H", "H", "H", "H", "H", "C", "O", "C", "C", "O", "C", "C", "O", "C", "H", "H", "H", "H", "H", "H", "H", "H", "H", "H", "H", "H", "H", "H"],
  "coordinates": [[-2.5209, 5.2962, -5.3544], [-2.4559, 4.0884, -4.7103], [-1.3344, 3.3137, -4.9149], [-3.6814, 3.6502, -3.7914], [-3.4114, 2.5102, -2.7920], [-3.6916, 2.9979, -1.5118], [-3.8214, 4.6957, -1.3528], [-1.3452, 4.8098, -1.7183], [-3.4701, 4.5931, 0.4815], [-3.7924, 5.7008, 1.2505], [-3.5721, 5.7171, 2.6231], [-3.0180, 4.6097, 3.2496], [-2.6979, 3.4924, 2.4926], [-2.9199, 3.4851, 1.1222], [-3.9996, 4.8167, -3.0504], [-3.2732, 5.7956, -5.0119], [-0.5467, 3.8672, -4.8629], [-4.5589, 3.4277, -4.4129], [-2.3781, 2.1537, -2.8633], [-4.0700, 1.6591, -3.0006], [-5.2322, 4.6365, -1.1213], [-3.8172, 6.1132, -1.3266], [-4.2145, 6.5777, 0.7688], [-3.8207, 6.6022, 3.1998], [-2.8340, 4.6150, 4.3175], [-2.2650, 2.6289, 2.9842], [-2.6557, 2.6213, 0.5285], [-0.2552, 0.0731, -5.0609], [0.9235, 0.1413, -4.2880], [1.0408, 1.3446, -3.5395], [1.6635, 1.0996, -2.1868], [0.8222, 0.4299, -1.2662], [0.6044, -0.9530, -1.4280], [1.7553, -1.8284, -0.9906], [2.8419, -1.7827, -1.9027], [4.1045, -1.8217, -1.2891], [-0.2036, 0.7247, -5.9393], [-0.3670, -0.9609, -5.3900], [-1.1341, 0.3589, -4.4758], [0.0643, 1.8173, -3.4092], [1.6860, 2.0451, -4.0902], [1.8352, 2.0813, -1.7398], [2.6309, 0.5976, -2.2866], [0.2890, -1.2015, -2.4446], [-0.2283, -1.1793, -0.7561], [1.3946, -2.8646, -0.9254], [2.0809, -1.5210, 0.0091], [4.1619, -1.1259, -0.4447], [4.8407, -1.5246, -2.0354], [4.3527, -2.8294, -0.9300], [0.1118, -6.8604, 3.4110], [1.4022, -6.3205, 3.5688], [2.0994, -6.1223, 2.3530], [2.9425, -4.8694, 2.3841], [2.2107, -3.6630, 2.3130], [1.4691, -3.2382, 3.4418], [2.3046, -2.7307, 4.5923], [2.9643, -3.7853, 5.2720], [4.2493, -3.4537, 5.7390], [0.1460, -7.9267, 3.1574], [-0.4085, -6.7428, 4.3602], [-0.4514, -6.3307, 2.6350], [1.3989, -6.0614, 1.5125], [2.7682, -6.9772, 2.1784], [3.5455, -4.8765, 1.4722], [3.6272, -4.8823, 3.2359], [0.7677, -4.0054, 3.7776], [0.8848, -2.3895, 3.0791], [1.6363, -2.2132, 5.2934], [3.0316, -2.0037, 4.2136], [4.8375, -2.9459, 4.9665], [4.7506, -4.3840, 6.0030], [4.2063, -2.8124, 6.6274]]
}